{"formula": "C48H116AsF8N9NiO13S2", "method": "the ωB97M-V functional and the def2-TZVPD basis", "lumo_ev": [-0.44, -1.12], "largest_force_ev_per_a": 8.75, "charge": 0, "homo_energy_ha": [-0.291, -0.291], "spin_multiplicity": 3, "symbols": ["Ni", "As", "F", "F", "F", "F", "F", "F", "N", "S", "O", "O", "F", "S", "O", "O", "F", "C", "C", "C", "C", "C", "C", "N", "O", "C", "C", "C", "H", "H", "H", "H", "H", "H", "H", "H", "H", "H", "H", "H", "H", "H", "H", "H", "H", "H", "H", "C", "C", "C", "C", "C", "C", "N", "O", "C", "C", "C", "H", "H", "H", "H", "H", "H", "H", "H", "H", "H", "H", "H", "H", "H", "H", "H", "H", "H", "H", "C", "C", "C", "C", "C", "C", "N", "O", "C", "C", "C", "H", "H", "H", "H", "H", "H", "H", "H", "H", "H", "H", "H", "H", "H", "H", "H", "H", "H", "H", "C", "O", "H", "H", "H", "H", "C", "C", "C", "O", "C", "N", "H", "H", "H", "H", "H", "H", "H", "H", "H", "H", "H", "C", "C", "C", "O", "C", "N", "H", "H", "H", "H", "H", "H", "H", "H", "H", "H", "H", "C", "C", "C", "O", "C", "N", "H", "H", "H", "H", "H", "H", "H", "H", "H", "H", "H", "C", "C", "C", "O", "C", "N", "H", "H", "H", "H", "H", "H", "H", "H", "H", "H", "H", "C", "C", "C", "O", "C", "N", "H", "H", "H", "H", "H", "H", "H", "H", "H", "H", "H"], "coordinates": [[-2.397, 1.813, 2.227], [-6.222, 2.067, 2.108], [-6.186, 1.441, 3.801], [-7.870, 2.702, 2.457], [-6.296, 2.741, 0.469], [-4.571, 1.526, 1.809], [-6.770, 0.512, 1.494], [-5.496, 3.590, 2.799], [-1.761, 1.007, 0.611], [-2.410, 0.823, -0.817], [-3.407, -0.251, -0.942], [-1.657, 1.148, -2.023], [-3.361, 2.093, -0.761], [-0.536, -0.177, 0.328], [0.719, 0.253, -0.242], [-0.999, -1.552, -0.017], [-0.186, -0.408, 1.868], [2.999, 2.141, -5.409], [2.560, 1.131, -6.560], [3.551, -0.041, -6.696], [3.408, -1.247, -5.671], [1.933, -1.622, -5.533], [0.927, -0.388, -5.327], [1.192, 0.727, -6.284], [0.289, 1.772, -6.251], [-0.521, -0.871, -5.711], [0.996, 0.063, -3.822], [2.540, 1.882, -7.923], [3.402, 1.597, -4.554], [2.266, 2.876, -5.077], [3.860, 2.732, -5.721], [3.464, -0.614, -7.620], [4.603, 0.239, -6.647], [3.960, -1.028, -4.757], [4.001, -2.059, -6.091], [1.860, -2.331, -4.708], [1.500, -2.168, -6.371], [-0.590, -1.932, -5.468], [-1.382, -0.339, -5.307], [-0.604, -0.844, -6.798], [2.034, 0.330, -3.622], [0.426, 0.991, -3.774], [0.656, -0.729, -3.155], [2.231, 2.924, -7.838], [1.874, 1.339, -8.593], [3.569, 1.886, -8.281], [-0.087, 1.718, -7.133], [1.600, 3.391, -1.410], [3.033, 3.408, -0.724], [3.167, 4.694, 0.164], [4.289, 4.756, 1.137], [4.182, 3.522, 2.042], [4.232, 2.146, 1.274], [3.237, 2.199, 0.126], [3.027, 1.019, -0.533], [5.679, 1.892, 0.786], [3.809, 1.021, 2.252], [4.083, 3.615, -1.802], [1.300, 4.355, -1.821], [0.890, 3.049, -0.657], [1.621, 2.576, -2.134], [3.326, 5.566, -0.470], [2.230, 4.773, 0.717], [4.183, 5.713, 1.646], [5.220, 4.914, 0.593], [3.202, 3.564, 2.516], [4.918, 3.429, 2.841], [5.839, 0.879, 0.416], [5.928, 2.649, 0.042], [6.410, 2.087, 1.570], [4.159, 0.002, 2.085], [3.973, 1.319, 3.287], [2.729, 0.955, 2.114], [4.069, 2.628, -2.265], [5.100, 3.834, -1.478], [3.748, 4.257, -2.617], [2.119, 0.800, -0.313], [4.075, -2.674, -1.569], [3.218, -3.537, -0.602], [1.754, -3.428, -1.096], [0.732, -4.438, -0.458], [1.276, -5.910, -0.531], [2.800, -6.040, -0.171], [3.625, -4.940, -0.729], [4.988, -5.134, -0.756], [3.015, -6.205, 1.304], [3.249, -7.363, -0.908], [3.319, -2.874, 0.794], [3.888, -1.611, -1.416], [3.949, -3.125, -2.554], [5.136, -2.712, -1.321], [1.433, -2.387, -1.088], [1.842, -3.650, -2.159], [-0.219, -4.289, -0.970], [0.565, -4.247, 0.603], [0.945, -6.280, -1.502], [0.740, -6.462, 0.240], [2.256, -5.623, 1.828], [2.772, -7.190, 1.701], [4.021, -5.919, 1.612], [2.677, -8.266, -0.698], [3.117, -7.145, -1.968], [4.305, -7.594, -0.763], [4.326, -2.880, 1.212], [2.737, -3.445, 1.517], [2.992, -1.834, 0.796], [5.305, -5.100, 0.149], [-4.411, 6.294, -0.237], [-3.561, 5.179, -0.412], [-3.846, 7.035, 0.328], [-4.760, 6.701, -1.186], [-5.276, 6.018, 0.367], [-3.756, 4.861, -1.297], [-3.650, 2.060, 6.467], [-2.978, 1.581, 5.246], [-3.333, 0.171, 4.750], [-2.869, -0.005, 3.401], [-3.146, -1.291, 2.843], [-3.382, 2.545, 4.223], [-3.416, 3.113, 6.621], [-3.400, 1.562, 7.404], [-4.733, 2.135, 6.366], [-1.900, 1.668, 5.385], [-4.411, 0.010, 4.729], [-2.994, -0.609, 5.432], [-3.046, -1.255, 1.758], [-4.195, -1.558, 2.967], [-2.523, -2.076, 3.271], [-3.053, 3.484, 4.397], [-4.388, 2.620, 4.270], [0.626, -3.871, 7.016], [-0.175, -4.332, 5.838], [0.805, -4.671, 4.703], [1.717, -3.693, 4.453], [1.234, -2.679, 3.554], [-0.987, -5.464, 6.234], [1.315, -3.079, 6.723], [1.107, -4.708, 7.524], [-0.126, -3.415, 7.659], [-0.730, -3.430, 5.581], [0.362, -5.189, 3.853], [1.311, -5.474, 5.239], [0.384, -2.088, 3.893], [0.822, -3.174, 2.675], [2.031, -1.992, 3.269], [-1.717, -5.529, 5.538], [-1.575, -5.380, 7.051], [-3.073, -6.593, 0.921], [-3.308, -5.261, 1.671], [-4.637, -4.555, 1.430], [-4.928, -4.565, 0.025], [-4.029, -3.701, -0.722], [-3.043, -5.425, 3.087], [-2.702, -6.469, -0.096], [-3.993, -7.159, 0.778], [-2.424, -7.308, 1.427], [-2.519, -4.575, 1.365], [-4.719, -3.596, 1.941], [-5.443, -5.174, 1.824], [-3.189, -4.342, -0.988], [-3.690, -2.824, -0.172], [-4.511, -3.294, -1.610], [-3.714, -6.094, 3.438], [-2.132, -5.851, 3.173], [-0.784, 5.552, 1.387], [-0.956, 4.090, 1.698], [-0.328, 3.572, 3.012], [-0.720, 2.177, 3.184], [0.188, 1.482, 3.991], [-2.364, 3.854, 1.775], [0.226, 5.872, 1.131], [-1.069, 6.138, 2.261], [-1.470, 5.807, 0.580], [-0.591, 3.508, 0.852], [-0.717, 4.072, 3.900], [0.756, 3.686, 3.008], [-0.070, 0.426, 4.070], [0.117, 1.896, 4.997], [1.183, 1.599, 3.562], [-2.745, 4.416, 1.028], [-2.564, 4.458, 2.560], [-0.825, 4.014, -3.243], [-1.844, 3.978, -4.315], [-3.102, 4.813, -4.026], [-3.768, 4.421, -2.775], [-4.697, 3.390, -3.092], [-1.284, 4.428, -5.611], [-0.556, 5.041, -2.996], [0.046, 3.395, -3.462], [-1.153, 3.506, -2.336], [-2.188, 2.953, -4.456], [-3.754, 4.849, -4.899], [-2.783, 5.856, -4.025], [-4.188, 2.448, -3.293], [-5.424, 3.662, -3.857], [-5.252, 3.164, -2.181], [-1.861, 4.102, -6.372], [-0.433, 3.916, -5.797]], "lowdin_charge": [0.6935, 0.9081, -0.2779, -0.2745, -0.2565, -0.2665, -0.2450, -0.2967, -0.2943, 0.5006, -0.2576, -0.2503, -0.1656, 0.6588, -0.2441, -0.2522, -0.1706, -0.0216, -0.4733, -0.1170, -0.1695, -0.1166, -0.4187, -0.1620, -0.0219, -0.0307, -0.0127, -0.0344, 0.0562, 0.0706, 0.0750, 0.1121, 0.1165, 0.0957, 0.1026, 0.1019, 0.1084, 0.0734, 0.0755, 0.0760, 0.0599, 0.0596, 0.0814, 0.0766, 0.0842, 0.0793, 0.1072, -0.0102, -0.4481, -0.1659, -0.1922, -0.1171, -0.4409, -0.1119, -0.0282, -0.0206, -0.0264, -0.0418, 0.0801, 0.0610, 0.0687, 0.1242, 0.0923, 0.1125, 0.1089, 0.0952, 0.1133, 0.0829, 0.0596, 0.0810, 0.0726, 0.0809, 0.0546, 0.0740, 0.0719, 0.0886, -0.0127, -0.0240, -0.4860, -0.1134, -0.1447, -0.1068, -0.4733, -0.1279, -0.0004, -0.0348, -0.0367, -0.0235, 0.0761, 0.0856, 0.0750, 0.0929, 0.1075, 0.0979, 0.0758, 0.1123, 0.1058, 0.0635, 0.0894, 0.0867, 0.0802, 0.0793, 0.0725, 0.0857, 0.0434, 0.0701, 0.0884, -0.1209, -0.1672, 0.0741, 0.0876, 0.0802, 0.0015, -0.0551, -0.3879, -0.1244, -0.2553, -0.0566, 0.0447, 0.0882, 0.0906, 0.0965, 0.1161, 0.1238, 0.1375, 0.0692, 0.0962, 0.0964, 0.0909, 0.0531, -0.0693, -0.4777, -0.2552, -0.1573, -0.0786, 0.0549, 0.0816, 0.0897, 0.0777, 0.1190, 0.1168, 0.1274, 0.0649, 0.0703, 0.0863, 0.0458, 0.0761, -0.0430, -0.4451, -0.1838, -0.1839, -0.0668, 0.0296, 0.0660, 0.0776, 0.0702, 0.1189, 0.1078, 0.1263, 0.0732, 0.0618, 0.0918, 0.0744, 0.0532, -0.0164, -0.4102, -0.0808, -0.2849, -0.0691, 0.0624, 0.0788, 0.0941, 0.0797, 0.1252, 0.1363, 0.1260, 0.0896, 0.1011, 0.0865, 0.0595, 0.0987, -0.0726, -0.4330, -0.1364, -0.2154, -0.0783, 0.0504, 0.0948, 0.0565, 0.0622, 0.1287, 0.1190, 0.1252, 0.0884, 0.0972, 0.0852, 0.0667, 0.0391]}